Computed, not measured: 11 unconnected molecules or ions with the total composition C11H44O11, with the ωB97M-V functional and the def2-TZVPD basis.

Computed properties:
HOMO energy in eV: -9.23
Energy relative to the best compared isomer or geometry (same formula, charge and spin) in eV: 2.0518
Orbital gap in hartree: 0.3366
SMILES string: CO.CO.CO.CO.CO.CO.CO.CO.CO.CO.CO

The geometry in XYZ format:
```
66
Properties=species:S:1:pos:R:3:mulliken_charge:R:1
C -7.0044 -8.9307 -9.8203 -0.74
O -8.2028 -8.1748 -9.6350 -0.41
H -6.3231 -8.3997 -10.4836 0.25
H -6.5165 -9.1485 -8.8695 0.30
H -7.2150 -9.8723 -10.3394 0.35
H -8.9027 -8.8145 -9.4854 0.26
C -7.6434 -4.3396 -13.6627 -0.66
O -6.3547 -4.3393 -13.0523 -0.54
H -8.3368 -3.6651 -13.1587 0.33
H -7.5515 -4.0227 -14.7081 0.36
H -8.0369 -5.3541 -13.6706 0.18
H -6.1881 -3.4467 -12.7401 0.33
C -11.8952 -6.6086 -8.0080 -0.44
O -11.7192 -5.3996 -8.7242 -0.56
H -11.9201 -7.4839 -8.6683 0.01
H -11.0522 -6.7539 -7.3269 0.32
H -12.8269 -6.5569 -7.4406 0.24
H -11.8597 -5.5694 -9.6679 0.40
C -15.8724 -5.3197 -12.8495 -0.19
O -16.3267 -4.0544 -13.3335 -0.56
H -15.1506 -5.1783 -12.0404 0.15
H -16.7214 -5.8660 -12.4235 0.27
H -15.4581 -5.9103 -13.6594 0.03
H -16.8793 -3.6747 -12.6463 0.30
C -8.2079 -4.8968 -9.8482 -0.24
O -7.2275 -5.3999 -8.9660 -0.57
H -8.2741 -3.8182 -9.7093 0.32
H -7.9608 -5.0842 -10.8989 0.15
H -9.1943 -5.3173 -9.6306 0.09
H -7.2438 -6.3609 -9.0112 0.28
C -10.8933 -6.7959 -11.8448 0.47
O -11.9015 -5.8424 -11.5066 -0.32
H -10.0184 -6.2521 -12.1895 -0.10
H -10.6317 -7.3676 -10.9483 -0.05
H -11.2270 -7.5097 -12.6017 -0.11
H -12.7702 -6.2505 -11.6225 0.10
C -13.9476 -9.0370 -10.9289 -0.72
O -14.0319 -7.7853 -11.5967 -0.06
H -12.8979 -9.3089 -10.7814 0.09
H -14.4582 -8.9946 -9.9700 0.32
H -14.3932 -9.8408 -11.5224 0.37
H -13.9214 -7.9209 -12.5536 0.14
C -16.5517 -6.6482 -9.1944 -0.57
O -15.1833 -6.3184 -9.3349 -0.43
H -17.1361 -6.4163 -10.0940 0.18
H -16.6850 -7.7208 -9.0109 0.27
H -16.9566 -6.0656 -8.3721 0.26
H -14.8240 -6.8569 -10.0509 0.21
C -11.6232 -10.8467 -13.2196 -0.46
O -10.6857 -10.1771 -14.0352 -0.51
H -11.3826 -10.6361 -12.1773 0.13
H -12.6532 -10.4968 -13.3565 0.17
H -11.6056 -11.9323 -13.3488 0.39
H -10.8905 -10.3720 -14.9540 0.29
C -11.3117 -3.3835 -13.5524 -0.44
O -10.9876 -2.0512 -13.8763 -0.57
H -10.9809 -3.6858 -12.5549 0.13
H -12.3799 -3.6230 -13.6067 0.33
H -10.8001 -4.0166 -14.2798 0.22
H -11.3839 -1.4518 -13.2390 0.31
C -13.0018 -7.3661 -15.0050 -0.38
O -14.0600 -8.0748 -14.3450 -0.57
H -12.0688 -7.9286 -14.9409 0.12
H -13.2308 -7.2126 -16.0609 0.44
H -12.8924 -6.3899 -14.5369 0.05
H -14.5571 -8.5855 -14.9871 0.28
```


Computed, not measured: a molecular structure, C11H45CaN22O12, with the ωB97M-V functional and the def2-TZVPD basis.

Computed properties:
Net charge: +1
HOMO energy in eV: -10.40
Energy relative to the best compared isomer or geometry (same formula, charge and spin) in eV: 1.1666
Orbital gap in hartree: 0.3082

The geometry in XYZ format:
```
91
Properties=species:S:1:pos:R:3:mulliken_charge:R:1
Ca -0.2623 -0.4229 -0.5099 2.29
O 0.8545 1.5317 0.0122 0.90
H 1.8107 1.6072 0.1978 -0.53
C 3.9176 3.3266 -0.6205 0.67
O 4.1361 2.5225 0.2634 -0.67
N 4.6793 4.3036 -0.9661 -0.44
N 2.8369 3.2448 -1.3775 -0.12
H 4.3526 5.1368 -1.4343 0.17
H 5.5528 4.3787 -0.4645 0.26
H 2.0618 2.6758 -1.0683 -0.49
H 2.7524 3.9523 -2.0932 0.23
C -1.3732 4.3266 0.5170 0.54
O -1.9803 5.3260 0.7516 -0.77
N -0.0635 4.4203 0.4868 0.04
N -1.8030 3.1421 0.4384 0.23
H 0.3121 5.3279 0.7220 0.19
H 0.4507 3.5644 0.3341 -0.21
H -1.0585 2.4820 0.2649 -0.27
H -2.6927 2.8844 0.8411 0.10
C -2.1005 -0.0465 2.1160 0.67
O -1.6775 -0.7744 1.2616 -0.78
N -1.4192 0.3632 3.2196 -0.33
N -3.1858 0.6894 2.0066 -0.55
H -1.7732 1.1304 3.7730 0.17
H -0.6467 -0.2489 3.4402 0.25
H -3.5189 0.5674 1.0609 -0.07
H -3.2209 1.5442 2.5435 0.23
C 1.4545 3.6053 3.5253 0.52
O 1.8441 4.5967 2.8895 -0.67
N 1.6853 3.5550 4.7934 -0.41
N 0.8096 2.5538 3.0619 -0.01
H 1.1979 2.9218 5.4111 0.16
H 2.1348 4.3933 5.1328 0.26
H 0.7419 1.7485 3.6677 0.24
H 0.8097 2.4567 2.0566 -0.06
C 1.9984 -1.9485 1.7362 0.50
O 1.1645 -1.6118 0.9339 -0.77
N 3.1239 -1.3240 2.0021 -0.38
N 1.8423 -3.0462 2.4487 -0.42
H 3.3186 -0.4282 1.5783 0.18
H 3.5799 -1.6816 2.8294 0.19
H 2.5387 -3.3693 3.1050 0.12
H 1.0516 -3.6556 2.2958 0.19
C -1.2932 -3.4567 4.6159 0.78
O -0.2549 -3.0944 5.0709 -0.67
N -1.5998 -3.1415 3.4529 -0.10
N -2.2466 -3.7518 5.3883 -0.44
H -0.9819 -2.7776 2.7416 -0.16
H -2.5482 -3.3221 3.1563 0.12
H -2.1849 -3.4960 6.3634 0.24
H -3.1752 -3.9029 5.0208 0.15
C -3.7825 0.8136 -1.4234 0.21
O -2.7148 0.4997 -0.8527 0.38
N -4.9465 0.3416 -1.1347 -0.36
N -3.9011 1.7710 -2.3286 -0.45
H -4.9317 -0.3090 -0.3623 0.26
H -5.8549 0.5006 -1.5467 0.18
H -4.7763 1.9301 -2.8069 0.19
H -3.0185 2.0059 -2.7599 0.27
C 2.7145 -0.8594 -1.9036 0.22
O 1.5862 -1.2111 -1.6559 -0.39
N 3.6951 -1.1520 -1.0752 -0.34
N 3.0798 -0.1198 -2.9008 -0.39
H 3.6556 -1.9084 -0.4071 0.24
H 4.5776 -1.0348 -1.5522 0.15
H 4.0301 0.0059 -3.2188 0.20
H 2.2838 -0.0529 -3.5189 0.29
C -2.1175 -2.5703 -2.5266 0.48
O -1.4023 -1.9453 -1.7886 -0.66
N -3.2515 -2.1789 -3.0781 -0.35
N -1.9104 -3.8546 -2.7507 -0.39
H -3.6530 -2.9350 -3.6141 0.14
H -3.6255 -1.2408 -3.0920 0.14
H -2.6798 -4.3971 -3.1166 0.13
H -0.9769 -4.2046 -2.5888 -0.02
C -0.5375 1.6222 -3.2028 -0.18
O -0.4334 0.7576 -2.4161 -0.27
N -1.2626 1.7652 -4.2558 -0.40
N -0.4782 2.8080 -2.7721 -0.33
H -1.3348 2.6618 -4.7151 0.15
H -1.4364 0.9054 -4.7565 0.26
H -0.7859 3.5496 -3.3849 0.17
H -0.4643 2.9958 -1.7798 0.18
C 1.2384 -5.3661 -2.6981 0.79
O 0.2422 -5.2663 -3.4447 -0.80
N 1.5523 -4.5559 -1.7248 -0.24
N 1.9150 -6.3916 -2.9489 -0.39
H 1.1131 -3.6483 -1.6646 0.00
H 2.3125 -4.9130 -1.1638 0.17
H 1.4709 -7.1338 -3.4704 0.26
H 2.8573 -6.4640 -2.5925 0.19
```


Number 1: F_max 0.94 eV/A. Number 2: F_max 9.43 eV/A.